Computed, not measured: C7H14N5O8P2V as an isolated structure, with ωB97M-V/def2-TZVPD.

E ... -2778.01443 Ha
2S+1 ... 4
Charge ... -1
Highest occupied orbital energy (spin up / spin down) ... -0.140 / -0.242 hartree

```
37
Properties=species:S:1:pos:R:3:forces:R:3
V 1.29890 0.07650 -1.20607 -0.2 -0.6 0.1
O 3.09381 -0.84463 -2.39519 -0.8 -0.1 -0.2
P 2.65159 -1.97050 -1.31133 1.2 -1.7 0.3
O 3.36250 -3.24746 -1.40647 -0.1 0.1 -0.1
O 2.54719 -1.19501 -0.01782 -0.1 0.1 -0.1
O 1.03241 -2.19733 -1.75474 0.4 0.8 -0.1
P 0.35620 -1.51966 -3.09225 -1.0 -0.8 -0.9
O -0.83522 -2.55842 -3.39700 0.2 0.1 -0.1
O 1.34327 -1.53722 -4.20796 0.2 0.0 0.1
O -0.26652 -0.22356 -2.64929 0.1 -0.1 0.1
H 2.66775 -1.07663 -3.28108 0.4 0.1 0.1
H -0.51217 -3.20730 -4.03821 -0.1 0.1 0.1
O 1.87143 4.26028 -1.72730 0.0 -0.1 0.1
C 1.75063 3.09556 -1.48173 0.1 -0.1 0.0
N 1.62899 1.94183 -1.22304 0.6 2.5 -0.2
C 0.66934 0.71922 1.58170 -0.1 0.0 0.2
N -0.07415 0.39216 0.33728 -0.5 -0.2 0.6
C -1.10663 1.43366 0.13002 -0.1 0.1 0.0
N -2.02038 1.51559 1.26810 0.0 0.0 0.0
C -1.23775 1.81588 2.46859 0.0 0.0 0.0
N -0.22409 0.79449 2.73502 0.0 0.0 0.0
C -0.89759 -0.49722 2.88185 0.0 0.0 0.0
N -1.67560 -0.84955 1.69318 -0.1 -0.1 0.0
C -0.77211 -0.89819 0.54471 -0.2 -0.2 0.3
C -2.65591 0.20959 1.45621 0.0 0.0 0.0
H 1.16376 1.67957 1.43539 0.0 0.0 0.0
H 1.42166 -0.05124 1.74416 0.0 0.0 0.0
H -1.66209 1.18970 -0.77615 0.0 0.0 0.0
H -0.60617 2.39034 -0.00742 0.0 0.0 0.0
H -1.91389 1.87740 3.32503 0.0 0.0 0.0
H -0.74085 2.77914 2.33642 0.0 0.0 0.0
H -1.56933 -0.45035 3.74274 0.0 0.0 0.0
H -0.14752 -1.27012 3.06008 0.0 0.0 0.0
H -1.34551 -1.12924 -0.35382 0.1 0.0 0.0
H -0.02780 -1.67783 0.70872 0.1 0.0 0.0
H -3.33180 0.26663 2.31323 0.0 0.0 0.0
H -3.23635 -0.03607 0.56445 0.0 0.0 0.0
```
Forces are in eV/Å.